Record 1
{
  "formula": "C2H3F3N4",
  "method": "wB97M-V/def2-TZVPD",
  "elements": ["F", "C", "F", "F", "N", "N", "N", "C", "N", "H", "H", "H"],
  "coordinates": [[-2.66902, -0.64982, 0.38300], [-1.85130, 0.30192, -0.01825], [-1.87723, 1.29790, 0.85958], [-2.25507, 0.75894, -1.19255], [-0.42421, -0.26072, -0.13111], [0.01492, -1.47569, 0.20855], [1.23393, -1.51879, 0.21188], [1.79152, -0.21370, -0.15783], [0.64468, 0.70057, -0.18234], [2.58292, 0.08751, 0.52714], [2.20334, -0.30266, -1.17385], [0.60552, 1.27454, 0.66577]],
  "forces_ev_per_angstrom": [[0.07, -0.14, -0.01], [2.51, -1.70, -0.14], [0.13, 0.20, 0.03], [0.16, 0.09, 0.08], [-2.49, 2.52, -0.61], [-1.35, -0.52, 0.43], [1.27, -0.62, 0.43], [-0.04, 0.37, -0.76], [-0.15, 0.22, 0.37], [-0.12, 0.03, -0.01], [0.02, -0.07, 0.23], [0.00, -0.39, -0.05]],
  "largest_force_ha_per_bohr": 0.070,
  "lumo_ev": 0.822,
  "smiles": "FC(F)(F)N1N=NCN1",
  "gap_ha": 0.371,
  "total_charge": 0
}

Record 2
{
  "formula": "CH4O3S",
  "method": "wB97M-V/def2-TZVPD",
  "elements": ["C", "O", "O", "O", "S", "H", "H", "H", "H"],
  "coordinates": [[-0.69211, -1.07390, -0.40514], [2.63381, 1.08442, 0.31837], [-3.30655, -0.59930, 0.30648], [-2.71278, 0.55328, 0.02181], [-1.06194, 0.48418, -0.22474], [3.10200, 1.09445, 1.16364], [-1.63310, -1.75137, -0.09051], [0.25290, -1.25333, -0.88402], [3.41778, 1.46156, -0.20588]],
  "forces_ev_per_angstrom": [[-2.51, -2.90, 0.64], [2.56, 1.06, -0.89], [0.29, 1.20, -0.11], [-2.43, -1.40, 0.16], [1.89, 2.69, 0.37], [-0.62, -0.30, 0.43], [2.88, 1.03, -0.86], [-0.08, -0.60, -0.16], [-1.99, -0.78, 0.43]],
  "spin_multiplicity": 3,
  "largest_force_ha_per_bohr": 0.076,
  "lumo_ev": [0.506, -1.542],
  "s2": 2.011,
  "gap_ha": [0.278, 0.334],
  "total_charge": 0
}

Record 3
{
  "formula": "C6H15F4Li2N2O12PS4",
  "method": "wB97M-V/def2-TZVPD",
  "elements": ["Li", "Li", "N", "S", "O", "O", "F", "S", "O", "O", "F", "N", "S", "O", "O", "F", "S", "O", "O", "F", "C", "C", "O", "P", "O", "O", "C", "C", "O", "C", "C", "H", "H", "H", "H", "H", "H", "H", "H", "H", "H", "H", "H", "H", "H", "H"],
  "coordinates": [[-0.89082, -15.70042, -8.08613], [0.21226, -15.27654, -10.30654], [-1.58451, -14.68560, -9.56087], [-1.79881, -12.92442, -9.20253], [-2.96831, -12.57961, -8.40818], [-1.29236, -12.06494, -10.17378], [-0.56196, -12.80605, -8.09487], [-2.84082, -14.77789, -10.46654], [-3.03827, -14.01694, -11.67089], [-3.93480, -15.31776, -9.65158], [-2.17705, -16.06475, -11.23732], [0.72914, -16.28889, -8.60848], [0.81766, -17.99146, -8.79671], [0.04015, -18.68390, -7.77079], [1.91448, -18.64822, -9.47485], [-0.26339, -18.05969, -10.04078], [2.21739, -16.20698, -8.27200], [3.11966, -16.05892, -9.38206], [2.72493, -16.75946, -7.02264], [2.30382, -14.65976, -7.80881], [-0.68160, -18.94853, -3.00784], [-1.33711, -18.78019, -4.41240], [-2.26603, -17.69859, -4.45279], [-2.68775, -16.93637, -5.81038], [-1.56270, -16.16304, -6.43425], [-3.21862, -18.16047, -6.74123], [-3.68501, -17.94044, -8.01244], [-3.80709, -19.34417, -8.69148], [-3.89926, -16.09027, -5.31855], [-4.57605, -15.14546, -6.15874], [-5.54411, -14.34635, -5.22959], [-1.35109, -18.94263, -2.14770], [-0.07621, -19.85470, -2.98620], [0.12741, -18.25480, -2.77906], [-0.54429, -18.76590, -5.16029], [-1.95803, -19.64681, -4.63938], [-4.57511, -17.37991, -8.29814], [-2.89260, -17.39372, -8.52359], [-4.68614, -19.82712, -8.26472], [-3.79377, -19.29417, -9.78025], [-2.94311, -19.92027, -8.36022], [-3.72622, -14.53840, -6.47075], [-5.11357, -15.57412, -7.00456], [-6.30669, -14.99104, -4.79260], [-4.86468, -14.04800, -4.43117], [-5.91344, -13.45370, -5.73443]],
  "forces_ev_per_angstrom": [[-1.28, 0.10, 1.68], [0.05, -0.04, -0.48], [1.21, 5.68, 1.16], [1.36, 0.70, 5.50], [1.59, -1.45, -1.85], [0.07, 0.37, -2.09], [-1.38, -1.19, -0.96], [-3.95, -5.82, -2.99], [-0.04, 1.03, 2.21], [1.45, 1.59, -1.91], [-0.29, -0.58, 0.56], [-0.40, -3.55, -1.35], [-4.99, -5.48, -1.70], [2.08, 1.90, -1.21], [-0.61, 1.91, 1.83], [0.43, 1.04, 0.77], [9.23, 6.23, 3.90], [-1.22, -1.48, -0.37], [-1.85, -1.17, -2.18], [-1.56, 0.16, -0.15], [0.42, 0.25, -0.45], [0.39, -1.39, 1.07], [-0.59, 1.86, -1.40], [1.32, -1.80, 0.83], [-1.14, -0.39, -0.16], [-0.13, 1.27, 3.21], [0.97, -1.20, -4.07], [0.42, 0.79, 1.12], [-0.23, -1.34, 0.37], [-0.37, 1.52, 0.53], [1.81, -0.65, -0.38], [-0.27, -0.09, -0.33], [-0.55, -0.55, -0.23], [-0.37, 0.77, -0.34], [-0.14, 0.61, -0.18], [0.23, -0.29, 0.12], [-0.41, 0.22, 1.40], [0.14, 0.09, -0.44], [-0.13, -0.13, -0.43], [-0.34, 0.07, 0.13], [0.07, -0.07, -0.16], [-0.63, 0.61, -0.65], [0.33, -0.38, 0.09], [-0.13, 0.16, -0.31], [-0.36, 0.34, 0.27], [-0.22, -0.24, 0.04]],
  "largest_force_ha_per_bohr": 0.229,
  "lumo_ev": -1.134,
  "gap_ha": 0.378,
  "total_charge": 0
}

Record 4
{
  "formula": "C45H48LuN4O7S3Se2",
  "method": "wB97M-V/def2-TZVPD",
  "elements": ["Lu", "N", "C", "C", "O", "N", "C", "C", "O", "O", "H", "H", "H", "H", "H", "H", "C", "C", "C", "C", "C", "C", "C", "S", "O", "C", "C", "C", "C", "C", "C", "C", "C", "C", "C", "C", "C", "C", "C", "C", "C", "C", "C", "C", "C", "S", "O", "C", "C", "C", "C", "C", "C", "C", "H", "H", "H", "H", "H", "H", "H", "H", "H", "H", "H", "H", "H", "H", "H", "H", "H", "H", "H", "H", "H", "H", "H", "H", "H", "H", "O", "C", "C", "C", "O", "C", "Se", "C", "Se", "H", "H", "H", "H", "H", "H", "H", "H", "H", "H", "C", "N", "C", "N", "S", "H", "H", "H", "H", "H", "H"],
  "coordinates": [[11.24349, 10.17204, 10.86100], [10.34259, 8.32470, 9.36659], [9.91951, 8.74190, 8.01627], [9.67273, 10.29904, 7.92883], [8.99902, 10.75656, 6.95679], [10.22210, 10.94992, 8.97930], [10.07341, 12.43072, 8.78366], [10.23688, 13.06167, 10.21189], [9.67572, 14.15374, 10.41851], [10.74622, 12.27474, 11.14142], [11.08198, 7.66254, 9.39000], [9.50832, 7.99871, 9.87551], [9.02533, 8.31705, 7.64269], [10.66974, 8.56950, 7.13240], [9.03832, 12.69905, 8.44025], [10.74214, 12.95262, 8.11562], [19.78422, 10.41876, 11.16247], [18.37856, 10.79338, 10.99463], [17.51300, 10.27880, 10.00727], [16.20375, 10.64709, 9.88198], [15.71895, 11.63984, 10.76062], [16.49781, 12.17570, 11.73095], [17.82734, 11.71752, 11.81865], [14.07427, 12.33342, 10.62991], [13.25463, 11.07390, 10.37039], [14.14586, 13.09676, 8.98877], [13.43334, 12.48136, 7.98468], [13.38392, 13.08161, 6.72910], [14.17554, 14.20524, 6.48886], [14.10165, 14.89213, 5.23375], [14.71778, 16.06500, 4.96212], [15.62867, 16.57007, 5.94945], [15.68640, 15.97294, 7.18892], [14.97067, 14.83238, 7.47845], [14.84396, 14.28251, 8.76354], [15.54612, 15.02331, 9.86550], [16.91082, 14.83455, 10.03049], [17.56844, 13.97492, 9.14666], [18.96927, 14.08084, 9.03300], [19.71359, 14.77276, 10.03098], [19.06038, 15.52637, 11.00402], [17.65331, 15.64273, 11.00156], [16.91943, 16.55884, 11.74487], [15.54980, 16.71296, 11.59155], [14.87043, 15.98972, 10.61744], [13.21792, 16.33088, 10.04624], [13.32680, 17.72678, 9.48206], [12.50040, 16.44503, 11.68048], [11.93611, 15.34670, 12.34364], [11.57918, 15.57948, 13.67076], [11.50912, 16.80890, 14.26683], [10.88703, 16.89883, 15.63403], [11.93652, 17.95160, 13.57054], [12.40075, 17.74576, 12.26345], [19.90448, 9.82760, 12.08089], [20.46226, 11.30332, 11.26156], [20.13107, 9.73827, 10.37090], [18.03970, 9.63162, 9.25544], [15.68414, 10.37000, 8.99653], [16.15990, 12.88398, 12.47196], [18.37622, 12.18434, 12.67030], [12.95110, 11.55207, 8.21742], [12.83665, 12.63616, 5.92296], [13.33113, 14.49631, 4.55167], [14.61766, 16.49462, 4.02684], [16.33892, 17.35542, 5.74651], [16.29129, 16.44326, 7.98848], [16.98386, 13.36467, 8.44701], [19.33414, 13.56412, 8.18663], [20.80770, 14.77335, 10.10303], [19.66286, 16.08353, 11.76007], [17.49303, 17.19786, 12.41993], [14.96922, 17.37238, 12.21957], [11.89311, 14.29275, 12.02315], [11.24145, 14.69776, 14.19198], [11.02363, 15.94689, 16.13903], [9.82052, 17.20024, 15.60158], [11.26904, 17.71058, 16.28423], [11.84896, 18.92349, 13.91212], [12.83285, 18.50561, 11.61633], [12.48925, 6.90075, 14.39741], [13.34681, 7.93461, 14.82231], [13.19924, 9.25706, 14.07465], [11.76127, 9.55218, 13.96160], [11.60050, 10.66363, 13.10829], [14.09069, 10.15305, 14.85178], [14.21935, 12.03175, 14.21100], [13.92490, 9.13114, 12.73638], [12.96042, 7.97379, 11.38235], [12.39582, 6.89754, 13.45610], [14.41445, 7.66871, 14.80821], [13.07964, 8.10044, 15.84533], [11.34495, 9.86001, 14.94474], [11.14152, 8.74117, 13.60026], [12.25705, 11.37539, 13.28400], [15.12905, 9.72598, 14.79808], [13.88753, 10.17494, 15.87163], [14.98894, 8.80072, 12.86404], [14.00652, 10.08668, 12.22332], [6.58551, 12.82926, 9.80186], [7.30958, 11.60312, 10.07999], [7.92771, 11.38843, 11.23888], [7.86555, 12.41370, 12.09273], [8.34827, 9.80710, 11.71271], [5.96232, 12.76972, 8.81458], [7.32878, 13.64255, 9.63480], [5.88514, 13.03258, 10.67081], [7.48579, 10.87926, 9.41400], [8.25142, 13.26857, 11.69263], [8.60642, 12.23660, 12.76812]],
  "forces_ev_per_angstrom": [[-0.20, 0.02, -0.06], [-1.20, 0.85, -0.34], [1.66, 1.87, -1.66], [-0.33, -0.64, -0.12], [1.30, -0.73, 1.76], [-0.21, 1.56, -2.55], [-0.97, -0.34, 2.21], [-1.23, -0.63, 0.00], [0.91, -0.86, 0.22], [-0.41, 1.86, -1.10], [0.42, -0.87, -0.08], [0.77, -0.01, -0.21], [-1.04, -0.85, 0.02], [-0.86, -0.02, 2.03], [0.97, -0.29, 0.26], [0.51, -0.33, -0.46], [1.55, -0.62, 0.17], [-1.42, 0.21, -0.48], [2.08, -1.00, -0.84], [0.25, 1.36, 0.27], [-0.72, -0.03, -0.93], [1.51, -0.44, 0.43], [-0.52, 1.86, 2.28], [0.04, -0.52, -0.04], [-0.39, 0.32, -0.17], [0.97, 0.91, 0.33], [-0.27, 0.16, -1.53], [0.67, -0.84, 1.34], [0.16, 1.52, -1.22], [-1.73, -0.82, -0.19], [1.51, -0.95, 2.17], [-0.15, -0.73, 0.28], [1.30, 2.12, -0.38], [-2.03, -1.93, 0.35], [0.39, -0.31, 1.37], [-1.55, 0.44, 0.58], [1.07, 0.52, 1.21], [2.37, 0.53, -0.58], [-2.22, -0.28, 1.24], [-0.34, 0.59, 0.47], [0.83, -0.19, -0.06], [-0.70, -1.20, -2.00], [-0.57, 0.77, 0.76], [0.71, 0.13, 0.40], [0.74, -1.65, -1.05], [-0.24, 1.05, 0.21], [-0.21, -0.75, 0.31], [-1.35, 0.79, 0.83], [1.27, 0.32, 0.42], [-0.62, -1.16, -0.79], [-0.12, 1.39, 0.59], [-0.26, 0.97, 0.58], [0.11, -2.69, -2.20], [0.86, -1.14, -0.36], [-0.02, 0.21, -0.02], [-0.56, -0.70, -0.26], [0.02, 0.44, 0.00], [-1.03, 0.38, 0.63], [-0.76, -0.44, -0.26], [-0.27, 0.05, -0.19], [-0.01, -0.56, -0.86], [-0.41, -0.23, -0.13], [-0.34, -0.10, -0.24], [0.63, 0.16, 0.02], [-0.21, 1.01, -1.62], [-0.30, 0.43, -0.14], [-0.31, -0.40, -0.69], [0.48, 0.30, 0.31], [1.18, -0.48, -0.43], [-0.44, -0.18, -0.49], [-0.60, -0.51, -0.66], [-0.40, -0.15, 0.08], [0.21, 0.28, 0.03], [0.13, 0.79, -0.32], [-0.08, -0.03, 0.40], [-0.29, 0.02, 0.22], [0.28, -0.69, -0.31], [0.47, -0.46, -0.43], [-0.13, 1.70, 0.99], [-0.34, 0.38, 0.32], [-0.03, -0.52, 1.44], [-0.10, -0.44, -0.35], [1.85, -2.37, -0.33], [-0.64, 1.74, 1.35], [-1.37, 0.06, -1.68], [1.99, 1.41, -0.92], [-0.44, 0.08, 0.18], [0.07, -0.50, -1.41], [0.25, 0.22, 0.26], [0.22, 0.11, -1.36], [-0.17, -0.29, -0.14], [-0.13, 0.12, 0.86], [0.26, -0.38, -0.19], [0.16, -0.17, -0.20], [0.51, 0.24, 0.53], [-0.85, 0.35, -0.07], [-0.79, 0.12, 1.87], [-1.07, -0.11, 0.03], [-0.07, -0.08, 0.38], [-0.95, 0.63, -1.32], [0.30, -0.28, 0.20], [-1.92, -0.82, -0.87], [2.18, 0.84, 1.50], [0.79, -0.14, -0.06], [1.21, -0.30, 1.89], [-0.70, -0.19, 0.38], [0.92, -0.02, -1.08], [-0.35, -0.12, -0.67], [-0.61, 0.55, -0.63], [-0.49, -0.27, 0.76]],
  "largest_force_ha_per_bohr": 0.068,
  "lumo_ev": 1.738,
  "gap_ha": 0.212,
  "total_charge": -1
}

Values for relative energy (zero: lowest compared OMol25 entry of this formula, charge and spin), kJ/mol, ordered as above
0.0; 231.9; 394.5; 135.5
Values for total energy, eV, ordered as above
-16232.965; -18072.520; -97926.440; -264561.666